1.
Entry from the Open Molecules 2025 dataset: C35H35InN3OPSTe as an isolated structure at a distorted geometry (ωB97M-V with the def2-TZVPD basis set).

Each line ends with the Löwdin charge.
Atoms and positions in Å:
1 In -0.7141 0.5428 -0.8969  0.42
2 O 0.5173 0.8413 1.7761  -0.12
3 N 1.1862 0.0799 0.8389  -0.11
4 C 2.1867 -0.5969 1.2178  -0.06
5 C 2.9826 -1.4294 0.3178  -0.19
6 C 4.1920 -1.9114 0.8216  -0.01
7 C 5.0146 -2.7206 0.0587  -0.03
8 C 4.6589 -3.0314 -1.2443  -0.03
9 C 3.4731 -2.5437 -1.7722  -0.07
10 C 2.6159 -1.7662 -0.9988  -0.28
11 P 1.0027 -1.3889 -1.7744  1.04
12 C 0.1859 -2.9919 -1.9944  -0.36
13 C 0.6912 -4.2003 -1.5241  -0.06
14 C -0.0384 -5.3659 -1.7124  -0.05
15 C -1.2603 -5.3320 -2.3662  -0.05
16 C -1.7762 -4.1248 -2.8196  -0.06
17 C -1.0647 -2.9556 -2.6184  -0.13
18 C 1.5022 -0.8023 -3.4217  -0.38
19 C 1.0986 -1.3916 -4.6154  -0.07
20 C 1.4826 -0.8250 -5.8229  -0.05
21 C 2.2736 0.3132 -5.8431  -0.05
22 C 2.6818 0.9003 -4.6519  -0.06
23 C 2.2870 0.3532 -3.4439  -0.13
24 H 0.8822 0.6917 2.6644  0.12
25 H 2.5096 -0.5691 2.2619  0.15
26 H 4.4923 -1.6470 1.8282  0.12
27 H 5.9372 -3.0972 0.4780  0.12
28 H 5.2926 -3.6707 -1.8435  0.12
29 H 3.2023 -2.7882 -2.7920  0.12
30 H 1.6474 -4.2454 -1.0224  0.11
31 H 0.3531 -6.3061 -1.3487  0.12
32 H -1.8244 -6.2439 -2.5065  0.12
33 H -2.7297 -4.0974 -3.3302  0.11
34 H -1.4624 -2.0018 -2.9567  0.08
35 H 0.5064 -2.2971 -4.6055  0.10
36 H 1.1617 -1.2745 -6.7529  0.12
37 H 2.5770 0.7454 -6.7870  0.12
38 H 3.3082 1.7821 -4.6694  0.12
39 H 2.6085 0.8045 -2.5102  0.09
40 C -2.6520 8.2696 -3.0042  -0.03
41 C -2.1610 6.9404 -2.5207  -0.24
42 C -1.6668 6.7757 -1.2343  0.00
43 C -1.0974 5.5822 -0.8032  -0.32
44 C -0.5905 5.5034 0.6113  -0.09
45 C -0.9958 4.5292 -1.7248  -0.50
46 Te 0.4259 3.0139 -1.3595  1.09
47 C -1.6019 4.6270 -2.9925  -0.32
48 C -1.6174 3.4646 -3.9467  -0.10
49 C -2.1715 5.8299 -3.3665  0.00
50 H -2.6343 9.0162 -2.2139  0.08
51 H -3.6673 8.1945 -3.3952  0.09
52 H -2.0219 8.6158 -3.8252  0.10
53 H -1.7057 7.6048 -0.5374  0.13
54 H -1.2480 6.0641 1.2746  0.09
55 H 0.4037 5.9473 0.6963  0.10
56 H -0.5353 4.4749 0.9638  0.03
57 H -1.8761 2.5355 -3.4353  0.02
58 H -0.6328 3.3354 -4.4030  0.08
59 H -2.3388 3.6300 -4.7454  0.08
60 H -2.6193 5.9114 -4.3503  0.13
61 N -3.7299 0.5975 2.3823  0.15
62 C -3.3151 0.3669 1.1401  -0.77
63 S -2.0952 -0.8041 0.8941  0.74
64 N -3.8307 1.1137 0.1576  0.08
65 C -3.8107 0.9100 -1.2582  -0.30
66 C -3.7488 -0.3499 -1.8534  -0.08
67 C -3.8716 -0.4553 -3.2322  -0.06
68 C -4.0664 0.6731 -4.0147  -0.04
69 C -4.1202 1.9246 -3.4184  -0.08
70 C -3.9909 2.0457 -2.0456  -0.02
71 H -3.3694 0.0311 3.1319  0.12
72 H -4.4965 1.2206 2.5860  0.14
73 H -4.4445 1.8683 0.4366  0.17
74 H -3.6767 -1.2397 -1.2474  0.09
75 H -3.8510 -1.4332 -3.6944  0.11
76 H -4.2089 0.5760 -5.0822  0.12
77 H -4.2827 2.8079 -4.0205  0.12
78 H -4.0713 3.0206 -1.5772  0.13

Results
Highest occupied orbital energy = -13.0 eV
E = -75958.350 eV
Total charge = +2
LUMO = -6.708 eV
Gap between HOMO and LUMO = 6.3 eV

2.
Entry from the Open Molecules 2025 dataset: C26H29CeFN4OSeSi as an isolated structure at a distorted geometry (ωB97M-V with the def2-TZVPD basis set).

Each line ends with the Löwdin charge.
Atoms and positions in Å:
1 Ce -0.1345 0.3638 0.3064  1.22
2 C 0.3248 -3.6419 1.9783  0.04
3 C -0.7728 -2.7510 1.4607  -0.49
4 O -0.8811 -1.5683 1.7425  -0.06
5 N -1.7036 -3.3925 0.7128  0.10
6 C -2.7636 -2.6718 0.0272  -0.09
7 C -2.3470 -2.3605 -1.3903  -0.25
8 C -2.6278 -3.2416 -2.4283  -0.01
9 C -2.1878 -2.9282 -3.7025  -0.04
10 C -1.4282 -1.7836 -3.8750  -0.02
11 C -1.1687 -0.9838 -2.7719  -0.12
12 N -1.6374 -1.2495 -1.5583  0.08
13 H 0.8513 -3.1356 2.7812  0.09
14 H 1.0294 -3.8275 1.1703  0.10
15 H -0.0780 -4.5869 2.3367  0.09
16 H -1.4843 -4.3154 0.3698  0.15
17 H -2.9186 -1.7307 0.5700  0.13
18 H -3.6753 -3.2773 0.0479  0.13
19 H -3.1749 -4.1533 -2.2328  0.11
20 H -2.4122 -3.5769 -4.5365  0.11
21 H -1.0326 -1.5169 -4.8429  0.11
22 H -0.5609 -0.0945 -2.8607  0.08
23 Se 3.7199 -0.6864 3.6206  0.57
24 C 2.6270 -0.0760 2.4259  -0.97
25 N 1.8928 0.3558 1.6289  -0.07
26 C -1.3064 1.6777 1.9906  -0.11
27 C -1.7466 2.4861 2.7893  -0.11
28 C -2.2524 3.4552 3.6898  -0.26
29 C -1.3800 4.1413 4.5397  -0.03
30 C -1.8545 5.1186 5.3904  -0.09
31 C -3.2050 5.4305 5.4135  -0.09
32 C -4.0788 4.7467 4.5827  -0.09
33 C -3.6136 3.7683 3.7270  -0.04
34 H -0.3271 3.8993 4.5149  0.12
35 H -1.1675 5.6459 6.0403  0.10
36 H -3.5723 6.2069 6.0729  0.10
37 H -5.1347 4.9846 4.6025  0.10
38 H -4.2952 3.2426 3.0719  0.11
39 F 0.8748 -1.1853 -0.7261  -0.40
40 C 1.6443 1.5652 -3.0919  -0.17
41 Si 0.3576 2.6511 -2.1404  0.42
42 C -0.0001 4.1740 -3.2606  -0.16
43 C 1.3856 3.2006 -0.6070  -0.16
44 N -1.0049 1.8378 -1.5311  -0.18
45 C -2.2412 1.6496 -2.0590  -0.40
46 C -2.5641 1.7812 -3.4252  -0.05
47 C -3.8434 1.5540 -3.8891  -0.10
48 C -4.8660 1.1947 -3.0258  -0.11
49 C -4.5737 1.0357 -1.6774  -0.09
50 C -3.2977 1.2496 -1.2062  -0.05
51 H 2.6031 2.0752 -3.1647  0.03
52 H 1.3416 1.3152 -4.1057  0.02
53 H 1.8165 0.6336 -2.5515  0.01
54 H 0.7047 4.9803 -3.0881  0.02
55 H -0.9961 4.5584 -3.0677  0.02
56 H 0.0481 3.9119 -4.3134  0.02
57 H 2.0949 3.9852 -0.8628  0.04
58 H 1.9801 2.3599 -0.2280  0.01
59 H 0.7638 3.5727 0.2087  0.04
60 H -1.7808 2.0705 -4.1104  0.10
61 H -4.0611 1.6669 -4.9457  0.10
62 H -5.8720 1.0478 -3.3947  0.09
63 H -5.3625 0.7430 -0.9941  0.10
64 H -3.0755 1.1294 -0.1448  0.09

Results
Highest occupied orbital energy = -7.7 eV
E = -124312.683 eV
Total charge = 0
LUMO = -2.025 eV
Gap between HOMO and LUMO = 5.7 eV